# 1
DFT (ωB97M-V/def2-TZVPD) results for a 2-piece molecular cluster, C3H9NO2 overall.

Computed properties:
HOMO   -9.82 eV
Total charge   0
Energy   -8841.126 eV
SMILES   CCC(N)=O.O

CARTESIAN COORDINATES (ANGSTROEM)
H 2.376 0.649 0.242
H 1.326 1.009 1.412
O -1.195 -4.939 -0.584
C -0.884 0.804 -0.205
H 0.797 0.845 -1.512
H -1.319 -3.912 -0.755
C 1.725 1.442 0.461
H 2.234 2.341 0.701
N -1.241 0.999 1.119
O -1.583 0.173 -1.001
H -1.231 -5.398 -1.449
H -1.411 0.155 1.592
H 0.392 2.640 -1.037
C 0.585 1.561 -0.664
H -0.570 1.631 1.679

Atom charges from the natural (NBO) analysis, given in e for atoms 1 to 8: H 0.22; H 0.20; O -0.96; C 0.70; H 0.24; H 0.48; C -0.63; H 0.22

=====

# 2
DFT (ωB97M-V/def2-TZVPD) results for a 2-piece molecular cluster, C12H17N overall.

Computed properties:
HOMO   -8.13 eV
Total charge   0
Energy   -14209.097 eV
SMILES   Cc1c[nH]c2ccccc12.CCC

CARTESIAN COORDINATES (ANGSTROEM)
C 0.987 1.883 -1.190
C -2.597 -0.780 -0.956
H -0.574 1.566 0.155
C 0.010 3.419 0.693
C -0.499 -1.884 -1.341
C 1.066 -1.717 0.711
H -3.476 -0.371 -1.441
C 0.891 -1.137 1.910
H 2.420 -2.147 -0.891
H 0.706 2.705 -1.875
H 3.032 -2.447 0.756
H -0.935 3.682 0.229
C 0.422 1.992 0.194
H 0.762 4.113 0.298
H -0.024 3.517 1.766
H 1.097 1.474 0.852
H 0.651 0.968 -1.703
C 2.153 -2.523 0.090
C -1.779 -1.528 -1.797
C -0.149 -1.452 -0.078
H 2.087 1.837 -1.241
C -2.321 -0.510 0.390
C -1.051 -0.809 0.808
H 1.895 -3.578 0.094
H 1.605 -1.171 2.723
H -2.185 -1.733 -2.772
H -0.893 -0.597 2.786
N -0.311 -0.390 1.977
H 0.153 -2.317 -2.096
H -3.141 -0.064 0.948

Atom charges from the natural (NBO) analysis, given in e for atoms 1 to 8: C -0.61; C -0.21; H 0.20; C -0.60; C -0.23; C -0.07; H 0.21; C -0.04

=====

# 3
DFT (ωB97M-V/def2-TZVPD) results for a 4-piece molecular cluster, C3H11N2O3 overall.

Computed properties:
HOMO   -13.98 eV
Total charge   +1
Energy   -12406.080 eV

CARTESIAN COORDINATES (ANGSTROEM)
O -0.002 2.137 -1.801
H 0.864 -0.634 -1.019
H -1.149 1.846 1.472
C 0.507 -1.839 0.730
H -0.979 -2.354 2.307
O -1.453 1.048 1.877
H -1.484 -0.296 -1.359
N 0.207 -1.057 -0.367
H 0.005 3.077 -1.990
H -1.330 1.010 2.844
N -1.663 -1.388 0.563
C -0.700 -1.990 1.333
H -2.643 -1.294 0.725
H 2.766 1.629 -1.057
O 2.470 0.721 -1.207
H 0.951 2.042 -1.662
C -1.083 -0.828 -0.512
H 3.264 0.499 -1.736
H 1.453 -2.329 0.858

Atom charges from the natural (NBO) analysis, given in e for atoms 1 to 8: O -0.95; H 0.47; H 0.49; C -0.06; H 0.25; O -0.98; H 0.27; N -0.45

=====

# 4
DFT (ωB97M-V/def2-TZVPD) results for a 2-piece molecular cluster, C4H12S4 overall.

Computed properties:
HOMO   -8.69 eV
Total charge   0
Energy   -47683.256 eV
SMILES   CCSS.CCSS

CARTESIAN COORDINATES (ANGSTROEM)
S 0.865 -1.249 -0.173
H -1.069 1.015 -1.620
H 2.142 -4.374 -1.961
H 2.727 0.578 0.488
C 1.561 -3.657 -1.358
H -0.791 1.240 1.316
H 3.022 -2.270 -0.653
H -2.862 3.392 1.874
H 0.592 -3.482 -1.855
S -1.798 2.140 -1.467
H -3.235 1.880 0.989
H -0.623 2.716 2.311
S -0.841 3.209 0.054
C 2.045 -2.279 -1.175
H 2.205 -1.877 -2.194
C -1.190 2.260 1.477
H 1.373 -4.102 -0.367
H -3.079 1.859 2.774
C -2.684 2.304 1.846
S 1.641 0.696 -0.306

Atom charges from the natural (NBO) analysis, given in e for atoms 1 to 8: S 0.07; H 0.12; H 0.23; H 0.13; C -0.63; H 0.22; H 0.21; H 0.21

=====

# 5
DFT (ωB97M-V/def2-TZVPD) results for C14H36HgOSbSi3 as an isolated structure.

Computed properties:
HOMO (alpha / beta)   -6.59 / -7.51 eV
Total charge   0
⟨S²⟩   0.77
Multiplicity   2
Energy   -51495.899 eV

CARTESIAN COORDINATES (ANGSTROEM)
C -2.545 -0.342 -2.250
C -0.617 -1.803 4.263
H 3.898 -0.679 0.577
C -2.671 3.568 -0.790
H 3.345 1.563 2.719
H -1.744 -3.504 0.047
H -0.161 5.313 -1.680
H 0.093 -6.385 2.015
C 2.818 -0.690 0.404
C 0.214 -1.672 -2.205
H 0.471 4.352 1.603
H -2.965 4.618 -0.882
H 0.763 -3.895 0.396
H -0.948 -4.303 2.896
H 1.889 2.557 2.569
C 2.293 1.553 2.418
H 2.752 3.272 -0.171
H 0.058 -2.273 -1.305
H 1.755 0.879 3.087
H -3.340 3.091 -0.071
H 4.101 2.139 -0.293
H 1.289 -1.518 -2.321
C -0.156 1.066 -3.504
Sb -0.446 0.956 0.263
H -0.138 -2.249 -3.064
H -2.909 -4.237 1.229
Si 2.092 1.022 0.630
H -0.879 5.422 1.214
H -0.591 -6.044 0.414
C 0.148 4.266 -1.602
H 0.005 3.802 -2.579
H -1.660 -6.398 1.779
Si -0.699 -0.038 -2.086
H 1.356 -4.131 2.046
C -0.790 -4.401 1.816
C 0.531 -3.731 1.452
H -3.091 0.604 -2.224
H -1.157 3.950 2.155
H 2.640 -1.076 -0.600
H -2.792 -0.849 -3.186
O 0.256 -1.089 4.243
C -1.939 -3.769 1.085
H 2.812 2.114 -1.505
H 0.869 1.419 -3.373
H 1.215 4.248 -1.379
H -0.209 0.517 -4.449
H -2.909 -0.956 -1.422
C 3.023 2.250 -0.443
H 2.373 -1.394 1.111
C -0.733 -5.902 1.488
H -2.829 3.092 -1.761
H 0.482 -2.651 1.621
C -0.586 4.374 1.326
H -0.807 1.939 -3.586
Si -0.873 3.427 -0.269
Hg -2.353 -1.393 2.129

Atom charges from the natural (NBO) analysis, given in e for atoms 1 to 8: C -1.12; C 0.47; H 0.24; C -1.12; H 0.24; H 0.17; H 0.24; H 0.21

=====

# 6
DFT (ωB97M-V/def2-TZVPD) results for a single CH2IPS molecule.

Computed properties:
HOMO   -8.99 eV
Total charge   0
Energy   -29289.839 eV

CARTESIAN COORDINATES (ANGSTROEM)
H 0.034 -0.879 0.309
H 0.499 1.349 0.080
S 0.905 -0.619 -2.285
I -2.994 1.000 -2.098
C -1.748 0.746 -0.445
P -0.063 0.074 -0.730

Charge distribution, natural (NBO) scheme, values in e: H 0.02; H 0.03; S -0.53; I 0.32; C -0.47; P 0.64

=====

# 7
DFT (ωB97M-V/def2-TZVPD) results for C21H46NO2P3Tb as an isolated structure.

Computed properties:
HOMO (alpha / beta)   -17.10 / -17.12 eV
Total charge   +3
⟨S²⟩   12.61
Multiplicity   7
Energy   -78382.791 eV

CARTESIAN COORDINATES (ANGSTROEM)
P -0.285 -0.354 -2.831
H 5.514 -2.190 -0.840
C 0.821 3.776 -1.477
C 2.614 -3.663 -0.429
C 2.992 -1.330 -0.080
C 0.336 -1.583 3.210
C -3.875 1.933 0.379
H -6.626 1.668 -1.618
H 4.639 -0.124 -0.723
H 5.334 -2.544 0.897
H -5.552 -0.514 -2.161
C -0.503 1.034 3.897
C -5.082 0.169 -1.453
N 3.519 -2.540 -0.209
H -5.591 3.199 0.048
C -3.266 0.756 -0.036
H 2.703 3.309 0.924
P 0.411 2.988 0.134
H -0.445 2.118 3.723
P 0.530 0.154 2.676
H 3.238 -4.555 -0.513
H -1.563 -0.086 -4.883
H 5.121 -3.849 -0.304
H 2.584 1.453 2.922
H -2.571 -3.059 2.511
H 1.535 3.432 2.266
H 4.451 -0.240 1.053
H -0.532 -2.062 2.736
H -1.290 -2.314 -3.891
H 1.911 -3.780 0.406
H 0.938 -0.426 -4.946
H 3.351 0.790 0.095
H 2.039 -3.531 -1.356
H -0.513 -4.323 1.829
O 1.706 -1.235 -0.110
H -3.386 2.579 1.113
C -3.871 -0.181 -0.855
H 0.128 3.423 -2.255
H 0.746 4.869 -1.397
C 4.954 -2.788 -0.107
C -1.555 0.406 -3.899
H -3.410 -3.601 0.936
H -1.870 3.852 -0.065
H -1.549 0.716 3.793
H -0.755 5.012 0.716
H -1.361 -4.826 0.246
C -5.099 2.261 -0.213
H 1.930 -1.030 -3.578
H 0.216 -2.740 -3.014
C 2.213 0.496 3.311
H 2.905 -0.299 3.002
Tb 0.108 0.305 -0.119
C -5.687 1.393 -1.142
H 1.233 -2.152 2.931
H -1.333 1.474 -4.026
H 1.843 3.508 -1.780
C -2.511 -3.608 1.565
C 3.905 -0.160 0.098
H -1.313 1.507 0.463
H -1.293 -2.459 -2.109
C 1.718 3.699 1.217
H 2.191 0.543 4.409
H 1.727 4.794 1.119
H 1.671 0.721 -3.783
C 1.204 -0.268 -3.892
H -1.397 3.627 1.648
H -0.152 0.807 4.914
C -0.702 -2.137 -2.979
O -1.897 0.542 0.216
H -2.543 0.310 -3.432
C -1.050 3.953 0.657
H 0.215 -1.619 4.302
H -3.361 -1.129 -1.056
C -1.406 -4.276 1.194

Atom charges from the Mulliken analysis, given in e for atoms 1 to 8: P 0.80; H 0.33; C -1.26; C -0.70; C 0.59; C -0.90; C -0.76; H 0.44

=====

# 8
DFT (ωB97M-V/def2-TZVPD) results for C5H6BrCl as an isolated structure.

Computed properties:
HOMO   -9.65 eV
Total charge   0
Energy   -87843.291 eV

CARTESIAN COORDINATES (ANGSTROEM)
C -2.700 -0.183 -0.014
H 0.710 1.267 1.041
C 0.373 -0.485 0.014
H 0.383 0.097 2.285
C 0.802 0.256 1.266
Cl 0.534 -2.186 -0.036
H 0.351 -0.195 -2.124
H 0.849 1.143 -1.309
C 0.884 0.123 -1.258
Br -4.475 0.457 0.026
H 1.889 0.069 1.496
C -1.503 -0.186 0.054
H 1.904 -0.178 -1.441

Atom charges from the natural (NBO) analysis, given in e for atoms 1 to 8: C -0.22; H 0.22; C 0.05; H 0.25; C -0.65; Cl 0.04; H 0.24; H 0.22

=====

# 9
DFT (ωB97M-V/def2-TZVPD) results for a 3-piece molecular cluster, H6O3 overall.

Computed properties:
HOMO   -11.50 eV
Total charge   0
Energy   -6239.442 eV
SMILES   O.O.O

CARTESIAN COORDINATES (ANGSTROEM)
O -0.055 -0.763 6.015
H 2.828 1.454 -6.226
H -1.668 0.303 0.072
H 0.442 -1.015 6.794
H -2.002 -1.333 0.032
O 1.915 1.283 -6.523
O -1.980 -0.504 0.519
H -0.350 -1.578 5.600
H 1.459 2.007 -6.089

Atom charges from the natural (NBO) analysis, given in e for atoms 1 to 8: O -0.94; H 0.46; H 0.49; H 0.47; H 0.48; O -0.93; O -0.97; H 0.47

=====

# 10
DFT (ωB97M-V/def2-TZVPD) results for C37H42FN3OP2S6SiTi as an isolated structure.

Computed properties:
HOMO (alpha / beta)   0.31 / 0.32 eV
Total charge   -2
Energy   -162874.161 eV

CARTESIAN COORDINATES (ANGSTROEM)
C 1.757 3.444 0.223
N -1.274 -0.911 0.751
C 0.768 -1.998 -3.257
C 2.095 -4.074 3.087
C 0.637 5.280 -1.517
H -0.113 -2.678 5.916
H 2.714 -4.416 2.266
H 1.383 -4.574 6.347
C -4.013 3.142 0.039
O -2.888 -2.216 -0.789
H -0.770 -0.487 6.565
C 0.256 -3.000 -4.063
C -1.660 -0.157 6.020
Si -1.932 -1.194 4.446
C 2.157 -4.655 4.350
H -0.216 2.991 -4.608
C -1.996 1.854 -0.296
S 0.519 2.815 3.423
C -0.076 4.144 -1.159
H -4.041 -1.281 3.105
C -2.652 -2.838 5.128
S -2.514 -1.848 0.641
C 3.644 -1.564 -1.949
H -1.942 0.736 -4.363
C -2.655 2.961 0.245
S 1.893 1.447 4.163
C 2.469 4.577 -0.135
P -0.233 1.551 0.114
H 0.378 -2.936 -5.138
C 0.597 -2.039 -1.868
C 1.909 5.502 -1.009
H 2.941 1.613 -1.058
C 4.811 0.940 -1.861
H -0.209 -3.175 -0.246
C -0.067 -3.131 -1.316
H -2.276 -3.079 6.126
C -4.739 2.213 -0.697
H 1.378 2.760 -5.342
H -2.424 -3.681 4.472
C -4.095 1.106 -1.229
H 2.180 2.719 0.912
C -0.562 -4.145 -2.120
C 1.229 -3.034 2.875
C 1.342 -4.145 5.352
N -0.496 -1.478 3.513
C 5.544 -0.139 -2.336
H -0.326 0.190 -3.151
C 0.588 2.270 -4.772
C -3.408 -0.485 3.495
C -2.734 0.929 -1.033
S -1.167 1.704 3.037
H -2.256 0.037 -1.415
S -0.070 0.979 -5.888
H -4.008 0.136 4.169
H -3.740 -2.751 5.199
H 1.531 2.593 -2.881
H -0.808 1.777 -2.556
C 0.368 -2.483 3.840
C 0.484 -3.086 5.112
F 1.157 -2.493 1.621
H -1.067 3.988 -1.567
H 5.267 1.922 -1.816
H 3.460 4.746 0.270
H -1.528 0.897 5.777
H 2.829 -5.483 4.537
C 4.954 -1.397 -2.366
C -1.822 0.963 -5.420
C 1.127 1.747 -3.446
H 5.525 -2.250 -2.716
N 0.400 0.716 -1.258
H 6.571 -0.009 -2.656
C 0.475 3.207 -0.283
H -1.096 -4.971 -1.668
H -2.278 1.923 -5.659
H -4.650 0.353 -1.775
C 0.027 1.077 -2.621
H -2.524 -0.259 6.685
S 2.338 0.232 2.574
H -3.106 0.136 2.653
H 0.196 5.998 -2.200
C -0.413 -4.078 -3.495
H -2.102 3.666 0.851
P 1.218 -0.718 -0.754
H 1.313 -1.183 -3.716
H -2.290 0.177 -6.009
Ti -0.036 -0.307 1.901
H 1.946 1.049 -3.628
C 3.504 0.769 -1.438
H -4.515 4.001 0.470
H -5.807 2.342 -0.833
H -0.824 -4.858 -4.126
H 3.196 -2.550 -1.971
H 2.458 6.395 -1.285
C 2.879 -0.478 -1.512

Atom charges from the Mulliken analysis, given in e for atoms 1 to 8: C -0.87; N 0.14; C -0.11; C -0.98; C -0.76; H 0.20; H 0.39; H 0.37

=====

# 11
DFT (ωB97M-V/def2-TZVPD) results for C39H30BrCl2MoN2O4P2S3 as an isolated structure.

Computed properties:
HOMO (alpha / beta)   -5.35 / -5.39 eV
Total charge   -1
⟨S²⟩   2.02
Multiplicity   3
Energy   -200133.438 eV

CARTESIAN COORDINATES (ANGSTROEM)
H -1.164 -4.213 0.630
C 2.619 -2.081 -1.297
P 0.818 -2.131 -1.610
H -2.172 -6.379 4.195
C 0.389 -3.897 -1.686
C 0.241 2.058 -3.724
C -4.147 -0.487 -4.176
C -1.380 2.542 -1.741
C 0.646 2.014 0.829
C 0.823 -2.709 1.832
C 0.866 0.866 -4.191
O 1.867 -2.433 2.396
H 6.472 -1.962 -0.888
H -6.136 1.115 2.212
C -0.065 -3.756 2.424
C 1.187 -4.863 -1.075
C -1.007 -4.441 1.681
P -2.287 1.246 -0.841
H -4.075 4.878 1.979
C -5.347 1.736 1.798
H 2.767 1.959 1.272
C 3.189 -1.329 -0.276
H -6.344 2.025 -3.620
N -0.659 -4.975 4.409
O 0.419 -2.184 0.709
H 5.010 -0.699 0.664
H 1.422 -6.937 -0.579
H -2.463 3.888 0.386
C 3.450 -2.802 -2.161
Br -3.069 -6.399 1.393
C 4.575 -1.285 -0.139
C -5.256 0.327 -4.365
S -3.885 -2.379 2.393
C -3.428 1.971 0.361
C 4.828 -2.768 -2.015
C -1.209 -5.615 -2.254
C -3.278 -0.254 -3.115
H 0.271 3.038 -4.183
C -5.483 1.379 -3.487
H -0.875 3.242 -1.075
H -0.721 -7.610 -1.623
H 1.697 -1.846 -3.880
C -1.756 -5.404 2.330
H -4.809 2.433 -1.757
H 1.479 0.750 -5.075
C 0.798 -6.198 -1.067
C -0.816 -4.283 -2.268
H -5.902 3.492 2.913
H -4.582 0.161 0.567
C -3.289 3.293 0.762
C 0.775 -1.599 -3.360
C -5.213 3.066 2.191
H 2.106 -4.570 -0.583
Cl 2.412 3.859 -0.051
H -3.951 -1.310 -4.857
H -5.937 0.144 -5.190
O -0.402 2.617 0.943
C 0.541 -0.130 -3.307
C 5.393 -1.999 -1.002
C 1.973 2.687 1.232
N -0.257 0.382 -2.291
Cl 1.886 3.470 2.821
H 0.821 -3.526 4.352
H -1.469 -3.541 -2.715
C -1.567 -5.639 3.681
H -2.096 3.078 -2.356
C -4.608 1.607 -2.430
C -4.187 3.845 1.670
C -3.493 0.791 -2.217
H 2.561 -0.797 0.418
C -2.782 -1.671 1.406
C -0.402 -6.575 -1.654
C 0.076 -4.058 3.772
O 0.854 0.844 0.312
Mo -0.655 -0.562 -0.367
H 3.017 -3.404 -2.951
H -0.045 -2.110 -3.869
S -2.607 -2.035 -0.299
H -2.160 -5.898 -2.689
S -1.658 -0.441 1.878
H -2.416 -0.893 -2.999
C -0.444 1.728 -2.587
C -4.461 1.190 0.882
H 5.457 -3.342 -2.686

Atom charges from the Mulliken analysis, given in e for atoms 1 to 8: H 0.66; C 0.23; P 3.01; H 0.37; C 0.81; C -1.11; C -0.94; C -1.23

=====

# 12
DFT (ωB97M-V/def2-TZVPD) results for C14H37F6NO11S2V as an isolated structure.

Computed properties:
HOMO (alpha / beta)   -1.60 / -6.94 eV
Total charge   -1
⟨S²⟩   6.00
Multiplicity   5
Energy   -102791.408 eV

CARTESIAN COORDINATES (ANGSTROEM)
H -5.705 23.174 -26.069
H -1.165 26.229 -20.430
H -6.304 22.616 -24.527
H -4.865 17.907 -23.644
F 0.179 24.864 -26.706
H -2.672 20.223 -18.567
H -4.466 23.510 -21.481
C -6.252 22.364 -25.587
O -2.545 22.508 -25.453
H -3.790 22.577 -22.922
S -2.204 23.839 -26.002
H -6.130 17.974 -22.348
C 1.712 20.947 -24.053
H 2.184 21.750 -24.620
H -6.484 22.511 -20.944
F -0.620 23.251 -28.056
O -3.206 24.272 -27.031
H 2.518 20.283 -23.740
H -3.701 25.351 -21.330
H -5.860 23.177 -19.436
H -2.000 27.189 -21.589
C -2.965 26.898 -19.583
O -4.474 20.623 -23.448
H 1.365 22.068 -22.274
H -7.952 24.457 -21.350
H -8.265 21.512 -25.766
O -0.326 22.088 -23.462
C -4.096 26.552 -24.681
C 0.813 21.387 -22.921
C -2.163 26.438 -20.816
H -2.012 22.566 -17.924
C -2.927 21.056 -19.222
H -5.001 20.924 -25.135
C -2.961 22.330 -18.406
O -1.950 26.579 -26.439
H -0.775 21.388 -23.942
V -1.435 23.777 -22.726
N -1.880 24.773 -24.518
H -3.153 23.124 -19.127
H -3.728 22.313 -17.631
O -5.150 24.101 -21.160
O -2.745 25.312 -21.405
H 1.075 20.425 -24.767
O -3.046 22.466 -22.299
C -5.222 19.799 -22.550
O -1.971 21.181 -20.182
C -5.661 18.493 -23.184
H -2.438 21.623 -20.895
H -3.044 26.111 -18.834
F -4.187 27.023 -23.436
F -4.551 27.404 -25.592
H -2.386 27.723 -19.169
H -8.206 23.274 -26.069
H -3.891 20.741 -19.621
O -5.576 21.121 -25.879
H -3.879 21.228 -22.999
H 0.542 20.484 -22.373
C -7.683 22.327 -26.198
C -7.450 24.268 -20.401
F -4.768 25.418 -24.776
C -6.221 23.436 -20.431
F 0.272 22.747 -26.146
H -7.244 25.214 -19.900
C -0.462 23.674 -26.789
H -6.371 18.673 -23.991
H -6.093 20.359 -22.210
H -3.959 27.156 -19.950
H -7.604 22.189 -27.276
H -4.603 19.629 -21.669
H -8.081 23.697 -19.720
S -2.173 26.238 -25.040
O -1.557 27.178 -24.085

Atom charges from the Mulliken analysis, given in e for atoms 1 to 8: H 0.03; H 0.28; H 0.03; H 0.32; F -0.20; H 0.38; H 0.19; C 0.61

=====

Computed values of ΔE to the lowest compared entry with this formula, charge and spin (unit: kJ/mol) for the preceding records, in sequence: 176.5, 119.7, 102.1, 51.4, 30.9, 315.3, 201.3, 211.9, 78.3, 51.6, 29.0, 0.0.